Entry from OMol25: a structure of composition C16H10ClF5Gd (the ωB97M-V functional and the def2-TZVPD basis).

Geometry as XYZ:
```
33
Properties=species:S:1:pos:R:3
C -2.847 -1.775 0.529
C -3.143 -0.522 -0.105
C -2.512 0.520 0.639
H -3.762 -0.395 -0.987
C -1.816 -0.077 1.732
C -2.018 -1.497 1.662
H -1.677 -2.229 2.388
H -3.235 -2.751 0.244
H -2.565 1.579 0.417
H -1.265 0.451 2.507
Gd -0.643 -1.006 -0.312
Cl -0.578 -3.138 -1.617
C 1.038 2.075 -3.999
C 1.192 3.057 -2.976
C -0.038 3.772 -2.862
H 2.089 3.237 -2.393
C -0.952 3.229 -3.814
C -0.287 2.181 -4.517
H -0.713 1.574 -5.308
H 1.797 1.375 -4.330
H -0.240 4.589 -2.178
H -1.972 3.560 -3.979
F 0.124 -3.617 2.545
C 1.077 -2.634 2.494
C 0.921 -1.595 1.599
C 1.842 -0.571 1.635
F 1.677 0.489 0.750
C 2.912 -0.557 2.531
F 3.784 0.464 2.582
C 3.083 -1.640 3.384
F 4.139 -1.684 4.217
C 2.182 -2.702 3.362
F 2.406 -3.763 4.160
```

Computed properties:
HOMO-LUMO gap (spin up / spin down) = 0.224 / 0.102 hartree
net charge = -1
energy relative to the best compared isomer or geometry (same formula, charge and spin) = 0.4 kcal/mol
HOMO (spin up / spin down) = -3.73 / -2.94 eV
⟨S²⟩ = 16.110
spin multiplicity = 8